Entry from OMol25: 13 unconnected molecules or ions with the total composition C40H65Br26ClO4S (the ωB97M-V functional and the def2-TZVPD basis).

The geometry in ORCA input format:
```
! RIJCOSX wB97M-V def2-TZVPD def2/J DEFGRID3
* xyz 0 1
O 1.41 3.15 -1.35
C 1.69 2.08 -0.68
C 3.20 1.51 -0.49
C 3.48 0.13 -0.27
C 4.91 -0.53 -0.04
C 4.96 -1.33 1.37
C 4.87 -2.94 1.21
C 3.56 -3.59 1.91
S 2.76 -4.94 0.92
O 1.25 -4.76 0.84
O 3.24 -4.98 -0.52
Cl 3.08 -6.86 1.69
C 2.22 -0.88 -0.25
O 2.40 -2.07 -0.63
C 0.79 -0.34 0.20
C -0.25 -1.32 0.82
C -1.68 -0.80 1.23
C -1.97 0.73 0.99
C -0.90 1.74 0.40
C 0.52 1.21 -0.03
H 4.09 2.24 -0.54
H 5.79 0.19 -0.15
H 5.06 -1.33 -0.87
H 5.99 -1.09 1.83
H 4.17 -0.89 2.08
H 5.78 -3.38 1.78
H 5.01 -3.24 0.12
H 3.78 -4.03 2.96
H 2.77 -2.75 2.01
H -0.02 -2.43 1.00
H -2.43 -1.54 1.65
H -3.02 1.12 1.28
H -1.17 2.85 0.27
Br 9.72 -7.26 0.93
C 7.77 -7.34 1.02
C 7.17 -5.95 1.08
Br 7.36 -5.19 2.87
H 7.52 -7.96 1.87
H 7.47 -7.85 0.10
H 6.10 -5.99 0.90
H 7.63 -5.25 0.39
Br -2.79 -4.36 2.91
C -4.73 -4.48 3.01
C -5.36 -3.11 3.08
Br -5.18 -2.33 4.86
H -4.97 -5.11 3.87
H -5.03 -5.00 2.10
H -6.44 -3.17 2.90
H -4.92 -2.40 2.37
Br -1.49 0.60 -2.65
C -2.90 1.24 -3.83
C -3.04 2.74 -3.74
Br -3.97 3.26 -2.11
H -3.81 0.71 -3.56
H -2.59 0.94 -4.84
H -3.66 3.12 -4.56
H -2.08 3.27 -3.75
Br -4.81 -1.18 -1.12
C -6.36 -2.23 -1.68
C -6.92 -3.03 -0.53
Br -5.82 -4.60 -0.16
H -6.04 -2.85 -2.52
H -7.09 -1.50 -2.03
H -7.91 -3.43 -0.78
H -6.99 -2.46 0.40
Br -3.09 4.74 2.16
C -4.84 5.24 1.48
C -5.94 4.58 2.27
Br -6.14 2.70 1.78
H -4.86 4.98 0.42
H -4.89 6.32 1.58
H -6.91 5.04 2.04
H -5.78 4.61 3.34
Br 0.48 3.92 4.40
C -0.24 5.65 4.94
C -0.77 5.61 6.35
Br -2.50 4.72 6.43
H -1.00 5.92 4.20
H 0.60 6.34 4.86
H -0.96 6.62 6.72
H -0.11 5.09 7.05
Br 2.10 -10.43 3.17
C 0.37 -10.45 2.27
C -0.18 -9.05 2.10
Br -0.91 -8.37 3.78
H -0.29 -11.10 2.85
H 0.56 -10.90 1.30
H -1.02 -9.05 1.41
H 0.57 -8.33 1.77
Br 6.80 -2.14 -2.16
C 7.62 -1.00 -3.52
C 6.96 0.35 -3.56
Br 5.23 0.28 -4.46
H 7.55 -1.55 -4.46
H 8.66 -0.91 -3.23
H 7.56 1.05 -4.15
H 6.78 0.78 -2.57
Br -1.44 -0.69 -8.01
C -2.14 0.69 -9.19
C -2.48 1.95 -8.42
Br -4.16 1.74 -7.45
H -2.99 0.26 -9.71
H -1.33 0.89 -9.90
H -2.65 2.78 -9.10
H -1.72 2.23 -7.69
Br 6.30 5.84 -2.09
C 4.49 6.25 -2.70
C 3.46 5.53 -1.87
Br 3.34 3.65 -2.38
H 4.45 6.00 -3.76
H 4.39 7.33 -2.58
H 2.46 5.93 -2.06
H 3.66 5.56 -0.80
Br -2.82 7.34 -0.56
C -4.56 7.32 -1.45
C -5.11 8.71 -1.59
Br -5.84 9.36 0.10
H -5.20 6.65 -0.88
H -4.37 6.88 -2.43
H -5.96 8.72 -2.28
H -4.37 9.44 -1.92
Br 2.74 5.15 7.19
C 3.37 6.99 7.00
C 2.86 7.86 8.13
Br 0.99 8.33 7.88
H 3.05 7.33 6.02
H 4.46 6.92 7.03
H 3.40 8.81 8.15
H 2.94 7.38 9.11
Br -4.81 -4.83 -4.74
C -3.57 -5.99 -3.79
C -4.09 -7.40 -3.71
Br -5.48 -7.57 -2.37
H -3.40 -5.54 -2.81
H -2.64 -5.95 -4.37
H -3.30 -8.09 -3.39
H -4.51 -7.76 -4.66
*
```

HOMO-LUMO gap, eV: 6.72
HOMO level, eV: -7.653

Entry from OMol25: 10 unconnected molecules or ions with the total composition C40H66N10 (the ωB97M-V functional and the def2-TZVPD basis).

The geometry in ORCA input format:
```
! RIJCOSX wB97M-V def2-TZVPD def2/J DEFGRID3
* xyz -1 2
C -3.99 3.09 2.65
C -4.22 1.66 2.08
C -3.47 0.44 2.75
C -2.16 0.85 3.36
N -1.10 1.12 3.74
H -3.90 3.08 3.74
H -4.82 3.78 2.49
H -3.05 3.54 2.33
H -4.16 1.66 0.99
H -5.29 1.46 2.10
H -3.33 -0.35 2.01
H -4.18 0.01 3.46
C 1.15 -3.50 2.95
C -0.04 -4.42 3.19
C -0.31 -4.86 4.67
C -0.62 -3.81 5.64
N -0.89 -2.98 6.43
H 0.77 -2.48 2.96
H 1.61 -3.64 1.97
H 1.92 -3.56 3.72
H 0.23 -5.25 2.54
H -0.86 -3.84 2.76
H 0.49 -5.53 4.99
H -1.18 -5.51 4.58
C -4.82 5.83 -0.28
C -3.49 6.23 -0.73
C -2.32 5.40 -0.23
C -2.39 3.90 -0.30
N -2.42 2.74 -0.37
H -4.82 5.83 0.81
H -4.99 4.81 -0.64
H -5.62 6.47 -0.66
H -3.29 7.24 -0.35
H -3.51 6.20 -1.82
H -2.19 5.59 0.83
H -1.44 5.73 -0.78
C 1.68 -0.20 5.67
C 2.79 0.56 4.89
C 2.70 2.04 4.90
C 2.49 2.60 6.23
N 2.35 2.95 7.32
H 1.56 0.23 6.66
H 1.96 -1.24 5.86
H 0.71 -0.23 5.17
H 2.88 0.22 3.86
H 3.67 0.22 5.43
H 1.77 2.42 4.48
H 3.57 2.49 4.41
C 6.14 0.60 -1.75
C 4.57 0.59 -1.63
C 3.88 0.24 -3.00
C 3.97 -1.19 -3.32
N 4.05 -2.28 -3.50
H 6.42 1.25 -2.57
H 6.44 -0.41 -2.05
H 6.69 0.86 -0.84
H 4.31 1.62 -1.38
H 4.27 0.02 -0.74
H 4.31 0.82 -3.82
H 2.81 0.36 -2.83
C -2.04 1.50 -5.80
C -2.77 1.27 -4.51
C -3.94 0.30 -4.60
C -4.89 0.70 -5.66
N -5.67 1.10 -6.47
H -2.70 1.95 -6.54
H -1.64 0.55 -6.15
H -1.13 2.07 -5.62
H -3.07 2.21 -4.04
H -2.10 0.90 -3.74
H -4.50 0.23 -3.67
H -3.63 -0.73 -4.81
C -2.87 -4.87 -1.32
C -2.58 -4.08 -0.01
C -1.16 -3.35 -0.18
C -0.12 -4.09 -0.89
N 0.71 -4.63 -1.55
H -3.78 -5.46 -1.23
H -2.07 -5.55 -1.62
H -2.99 -4.21 -2.18
H -2.25 -4.75 0.78
H -3.31 -3.34 0.34
H -0.76 -2.99 0.77
H -1.36 -2.44 -0.75
C 0.35 -1.47 -4.47
C 0.83 -1.97 -5.86
C 0.10 -3.33 -6.13
C -1.44 -3.32 -6.08
N -2.57 -3.26 -5.96
H 0.53 -2.19 -3.68
H -0.70 -1.16 -4.41
H 0.98 -0.62 -4.21
H 1.89 -2.20 -5.81
H 0.71 -1.33 -6.73
H 0.53 -4.06 -5.44
H 0.34 -3.70 -7.12
N -0.27 0.25 0.71
C 0.83 -0.17 1.44
C 1.54 -1.06 0.63
C 0.93 -1.07 -0.64
C -0.20 -0.31 -0.56
H -0.95 0.94 0.99
H 1.03 0.13 2.45
H 2.37 -1.70 0.88
H 1.26 -1.67 -1.47
H -0.98 -0.13 -1.29
N 5.78 1.14 2.30
C 4.55 0.93 1.78
C 3.94 2.17 1.69
C 4.87 3.11 2.12
C 6.04 2.49 2.51
H 6.41 0.39 2.56
H 4.09 -0.04 1.66
H 2.94 2.44 1.36
H 4.65 4.16 2.25
H 6.97 2.87 2.90
*
```

<S²>: 0.751
HOMO-LUMO gap (spin up / spin down), eV: 1.78 / 8.27
HOMO level (spin up / spin down), eV: 0.311 / -6.200

Entry from OMol25: a molecular structure, C40H67MgN4OP3 (the ωB97M-V functional and the def2-TZVPD basis).

The geometry in ORCA input format:
```
! RIJCOSX wB97M-V def2-TZVPD def2/J DEFGRID3
* xyz 2 1
Mg -0.45 -0.30 -0.82
C -0.47 3.52 -0.47
P -0.82 2.13 -1.60
C 0.58 2.35 -2.80
N 0.71 3.57 -3.27
C 1.73 3.84 -4.12
C 1.87 5.14 -4.67
C 2.91 5.39 -5.51
C 3.86 4.38 -5.83
C 3.75 3.13 -5.30
C 2.67 2.83 -4.44
N 2.56 1.60 -3.90
C 1.53 1.34 -3.12
P 1.53 -0.36 -2.39
C 3.19 -0.39 -1.62
C 1.59 -1.58 -3.79
C 1.75 -2.96 -3.11
C 2.74 -1.41 -4.79
C 0.24 -1.47 -4.51
C -2.39 2.59 -2.51
C -2.61 1.50 -3.56
C -3.52 2.57 -1.47
C -2.38 3.97 -3.17
H -0.27 4.41 -1.06
H 0.40 3.28 0.14
H -1.33 3.69 0.19
H 1.14 5.89 -4.41
H 3.02 6.38 -5.94
H 4.68 4.62 -6.49
H 4.47 2.35 -5.53
H 3.92 0.00 -2.33
H 3.44 -1.41 -1.34
H 3.18 0.23 -0.73
H 2.79 -3.12 -2.81
H 1.48 -3.75 -3.81
H 1.13 -3.05 -2.22
H 3.71 -1.46 -4.30
H 2.67 -0.47 -5.33
H 2.68 -2.23 -5.51
H -0.60 -1.58 -3.82
H 0.16 -2.24 -5.28
H 0.14 -0.50 -5.01
H -2.64 0.50 -3.11
H -1.82 1.51 -4.31
H -3.56 1.66 -4.07
H -3.57 1.64 -0.92
H -4.47 2.71 -1.98
H -3.42 3.39 -0.75
H -1.61 4.07 -3.93
H -2.25 4.77 -2.43
H -3.35 4.12 -3.65
O 0.19 -0.33 0.99
P -0.16 -0.72 2.43
C -1.74 0.03 2.91
C -2.09 -0.10 4.43
C -2.20 1.27 5.10
C -3.27 2.14 4.42
C -3.23 2.03 2.88
C -1.89 1.48 2.40
C -0.44 -2.53 2.52
C 0.41 -3.30 1.50
C 0.05 -4.79 1.54
C 0.15 -5.39 2.96
C 0.59 -4.36 3.99
C -0.32 -3.13 3.96
C 1.17 -0.18 3.53
C 1.46 1.33 3.34
C 2.89 1.68 3.77
C 3.34 0.80 4.92
C 3.46 -0.66 4.46
C 2.45 -1.01 3.35
H -2.45 -0.57 2.35
H -1.35 -0.71 4.96
H -3.04 -0.62 4.53
H -1.23 1.78 5.08
H -2.45 1.13 6.15
H -3.14 3.17 4.73
H -4.26 1.83 4.78
H -3.41 3.01 2.43
H -4.03 1.37 2.52
H -1.08 2.11 2.78
H -1.82 1.50 1.31
H -1.48 -2.61 2.18
H 1.48 -3.17 1.69
H 0.23 -2.91 0.49
H 0.70 -5.33 0.85
H -0.98 -4.90 1.17
H 0.83 -6.24 2.97
H -0.83 -5.78 3.27
H 1.63 -4.07 3.81
H 0.56 -4.79 4.99
H 0.05 -2.39 4.67
H -1.31 -3.42 4.30
H 0.80 -0.36 4.55
H 0.76 1.91 3.94
H 1.31 1.61 2.30
H 2.93 2.73 4.05
H 3.58 1.56 2.93
H 2.62 0.88 5.74
H 4.30 1.14 5.32
H 3.31 -1.34 5.30
H 4.47 -0.85 4.08
H 2.24 -2.07 3.37
H 2.87 -0.78 2.36
C -1.51 -3.90 -2.07
C -2.36 -2.92 -1.35
N -2.08 -1.66 -1.02
C -3.21 -1.17 -0.37
C -4.17 -2.12 -0.33
N -3.62 -3.21 -0.96
H -1.02 -3.44 -2.92
H -2.12 -4.73 -2.44
H -0.75 -4.32 -1.41
H -3.26 -0.17 0.02
H -5.18 -2.12 0.07
H -4.07 -4.10 -1.11
*
```

HOMO-LUMO gap, eV: 8.31
HOMO level, eV: -13.601

Entry from OMol25: a molecular structure, C40H68BaN3O18 (the ωB97M-V functional and the def2-TZVPD basis).

The geometry in ORCA input format:
```
! RIJCOSX wB97M-V def2-TZVPD def2/J DEFGRID3
* xyz 1 1
Ba 0.84 4.51 0.81
C 0.83 -0.20 0.66
C 0.57 1.28 0.54
O 1.10 1.95 -0.39
O -0.31 1.77 1.29
H 1.68 -0.49 0.05
H 0.01 -0.90 0.47
H 1.08 -0.40 1.71
C -2.30 -0.53 -1.81
C -2.94 -1.21 -2.86
C -4.33 -1.23 -2.91
C -5.06 -0.49 -2.01
C -4.41 0.13 -0.95
C -3.04 0.11 -0.82
N -6.51 -0.49 -2.05
O -7.09 0.22 -1.26
O -7.06 -1.22 -2.83
H -1.22 -0.53 -1.78
H -2.27 -1.70 -3.55
H -4.76 -1.75 -3.76
H -4.98 0.60 -0.15
H -2.51 0.64 -0.04
C -4.58 -0.63 2.51
C -3.40 0.12 2.64
C -3.48 1.41 3.10
C -4.71 2.01 3.39
C -5.87 1.28 3.22
C -5.80 -0.06 2.88
N -4.73 3.37 3.88
O -3.69 3.87 4.29
O -5.80 3.97 3.83
H -4.56 -1.64 2.15
H -2.48 -0.42 2.49
H -2.58 2.01 3.20
H -6.84 1.74 3.38
H -6.69 -0.63 2.64
C 2.41 0.95 5.40
C 2.16 0.28 6.58
C 0.94 -0.36 6.74
C 0.05 -0.38 5.68
C 0.30 0.26 4.47
C 1.52 0.91 4.32
N -1.20 -1.11 5.84
O -2.11 -0.93 5.04
O -1.30 -1.85 6.80
H 3.35 1.48 5.32
H 2.88 0.30 7.38
H 0.71 -0.88 7.66
H -0.47 0.22 3.71
H 1.79 1.40 3.39
C 0.12 -3.65 -2.71
O 0.06 -2.92 -3.91
C 1.33 -2.51 -4.36
C 1.74 -1.16 -3.77
O 0.91 -0.15 -4.28
C 0.80 0.99 -3.48
H 0.52 -4.65 -2.89
H -0.91 -3.79 -2.37
H 0.69 -3.22 -1.89
H 1.33 -2.38 -5.45
H 2.15 -3.18 -4.09
H 2.81 -0.97 -3.85
H 1.52 -1.23 -2.69
H -0.05 1.58 -3.78
H 1.73 1.56 -3.37
H 0.54 0.67 -2.46
C 6.40 -2.34 4.21
O 7.06 -1.38 3.42
C 6.56 -0.07 3.60
C 5.09 0.19 3.27
O 4.75 0.25 1.89
C 4.55 -1.06 1.41
H 5.32 -2.24 4.35
H 6.80 -2.40 5.23
H 6.63 -3.31 3.78
H 7.14 0.63 3.00
H 6.72 0.26 4.63
H 4.87 1.16 3.72
H 4.42 -0.51 3.77
H 4.36 -1.05 0.34
H 3.70 -1.57 1.87
H 5.37 -1.78 1.49
C 5.35 -3.23 -5.47
O 4.87 -2.09 -4.80
C 5.85 -1.07 -4.78
C 5.36 0.07 -3.93
O 4.99 -0.32 -2.64
C 4.48 0.76 -1.89
H 5.84 -3.02 -6.42
H 4.52 -3.89 -5.71
H 6.03 -3.83 -4.85
H 6.10 -0.72 -5.78
H 6.76 -1.51 -4.34
H 4.51 0.51 -4.47
H 6.12 0.87 -3.93
H 5.30 1.39 -1.53
H 3.84 0.36 -1.12
H 3.83 1.43 -2.47
C -1.63 -3.47 0.12
O -2.73 -4.20 -0.37
C -3.94 -3.63 -0.08
C -5.10 -4.27 -0.83
O -5.09 -3.96 -2.20
C -6.33 -4.18 -2.85
H -0.73 -4.08 0.05
H -1.75 -3.28 1.19
H -1.50 -2.53 -0.43
H -4.03 -2.53 -0.21
H -4.22 -3.68 1.00
H -6.07 -4.05 -0.38
H -5.00 -5.35 -0.68
H -6.46 -5.22 -3.15
H -6.33 -3.54 -3.74
H -7.15 -3.79 -2.24
C 0.12 8.21 0.74
O -0.13 6.97 0.06
C -0.48 7.15 -1.29
C -1.32 5.94 -1.77
O -0.84 4.70 -1.24
C -1.63 3.63 -1.74
H -0.77 8.85 0.66
H 0.89 8.82 0.28
H 0.23 7.97 1.80
H 0.36 7.37 -1.96
H -1.21 7.95 -1.44
H -1.20 5.93 -2.86
H -2.36 6.05 -1.49
H -1.64 3.65 -2.83
H -2.66 3.67 -1.37
H -1.26 2.63 -1.49
*
```

HOMO-LUMO gap, eV: 6.76
HOMO level, eV: -10.867